Run a
{"formula": "C5H9N3O", "method": "ωB97M-V/def2-TZVPD", "spin_multiplicity": 1, "lumo_ev": 0.324, "e_homo_ev": -8.2, "smiles": "[H]/N=C(\\N)C(=O)CC(=C)N", "species": ["H", "N", "C", "N", "C", "O", "C", "C", "C", "N", "H", "H", "H", "H", "H", "H", "H", "H"], "coordinates": [[3.0670, 0.3121, 0.9085], [2.2497, 0.1840, 0.3167], [1.3236, 1.0301, 0.4997], [1.2805, 2.0678, 1.3676], [0.0294, 0.9049, -0.3009], [-0.8285, 1.7705, -0.2080], [0.0052, -0.2062, -1.2891], [-1.0057, -1.1072, -0.4697], [-0.5895, -2.2489, 0.0762], [-2.3270, -0.7115, -0.5490], [2.0842, 2.3473, 1.9015], [0.4611, 2.6559, 1.3479], [0.9688, -0.6971, -1.3711], [-0.4490, 0.1071, -2.2291], [-1.2806, -2.9314, 0.5414], [0.4380, -2.5517, 0.0184], [-2.9742, -1.2176, 0.0360], [-2.4529, 0.2917, -0.5972]], "mulliken_charge": [0.21, -0.61, 0.11, -0.37, 0.84, -0.69, -0.63, 0.67, -1.10, -0.52, 0.19, 0.23, 0.37, 0.29, 0.26, 0.27, 0.22, 0.24]}

Run b
{"formula": "C5H9N3O", "method": "ωB97M-V/def2-TZVPD", "spin_multiplicity": 1, "lumo_ev": 0.481, "e_homo_ev": -7.8, "smiles": "N#CC(N)=O.C=CNC", "species": ["N", "C", "C", "N", "O", "H", "H", "C", "C", "N", "C", "H", "H", "H", "H", "H", "H", "H"], "coordinates": [[1.0149, 2.3596, -0.5012], [0.0682, 1.8322, -0.0669], [-1.3353, 1.3619, 0.2741], [-2.2880, 1.4520, -0.7055], [-1.6300, 1.0762, 1.4300], [-2.0581, 1.6977, -1.6581], [-3.2451, 1.2399, -0.4603], [0.2231, -1.3103, -1.7504], [0.3247, -1.3620, -0.4170], [1.2365, -0.6344, 0.3225], [1.4074, -0.7497, 1.7585], [-0.4970, -1.9296, -2.2723], [0.7844, -0.5881, -2.3334], [-0.2725, -2.0608, 0.1649], [1.9122, -0.0651, -0.1887], [1.9088, 0.1424, 2.1439], [0.4348, -0.8355, 2.2521], [2.0109, -1.6261, 2.0079]], "mulliken_charge": [-0.45, 0.29, 0.64, -0.37, -0.57, 0.22, 0.24, -0.84, -0.04, -0.28, -0.96, 0.26, 0.28, 0.31, 0.31, 0.33, 0.31, 0.33]}

Run c
{"formula": "C5H9N3O", "method": "ωB97M-V/def2-TZVPD", "spin_multiplicity": 1, "lumo_ev": -0.560, "e_homo_ev": -8.8, "smiles": "[H]/N=C\\N(C)/N=C(/C)C=O", "species": ["H", "N", "C", "N", "C", "N", "C", "C", "C", "O", "H", "H", "H", "H", "H", "H", "H", "H"], "coordinates": [[3.0911, -0.7819, 0.8513], [2.9809, -0.5749, -0.1582], [1.7201, -0.1321, -0.1721], [0.8426, 0.0727, 0.8102], [1.3198, -0.1024, 2.1615], [-0.3739, 0.5767, 0.7692], [-1.1607, 0.3938, -0.1971], [-2.4071, 1.2353, -0.3722], [-1.1142, -0.7457, -1.1010], [-1.8403, -0.7189, -2.1248], [1.2682, -0.1562, -1.2385], [2.1614, 0.3911, 2.2680], [1.6200, -1.1650, 2.2199], [0.5323, 0.2638, 2.9074], [-3.2397, 0.6918, -0.7436], [-2.3671, 1.6160, 0.7437], [-2.1252, 2.1033, -1.1413], [-0.5131, -1.6280, -0.7314]], "mulliken_charge": [0.23, -0.70, 0.32, 0.53, -1.36, -0.72, 0.59, -0.96, -0.25, -0.54, 0.36, 0.51, 0.40, 0.32, 0.34, 0.31, 0.21, 0.42]}

Run d
{"formula": "C5H9N3O", "method": "ωB97M-V/def2-TZVPD", "spin_multiplicity": 1, "lumo_ev": -0.017, "e_homo_ev": -9.3, "species": ["C", "C", "C", "C", "C", "H", "H", "H", "H", "H", "H", "H", "H", "H", "N", "N", "N", "O"], "coordinates": [[0.9698, -1.7750, 0.5818], [1.6201, -0.6633, -0.2486], [-0.1663, 1.1181, -0.1486], [-0.3184, 2.6149, 0.0862], [-1.4141, -0.9606, -0.5914], [0.1088, -1.8354, 1.3785], [1.8016, -1.9750, 1.2696], [0.6926, -2.7679, 0.1311], [1.5716, 1.4751, -0.8682], [-0.4615, 2.7296, 1.4812], [-1.4251, 2.8736, -0.0676], [0.3877, 3.3533, -0.6123], [-0.8929, -1.0299, -1.5465], [-2.7547, -1.7040, 0.4937], [1.0072, 0.7125, -0.4072], [-1.2323, 0.3646, 0.0342], [-2.3774, -1.8160, -0.4513], [2.8833, -0.7145, -0.5147]], "mulliken_charge": [-1.02, 0.44, 0.72, -1.03, -0.18, 0.35, 0.34, 0.35, 0.25, 0.25, 0.36, 0.29, 0.47, 0.29, -0.13, -0.60, -0.60, -0.55]}

Stability order, top to bottom: run a, run b, run c, run d

Run a
{"formula": "C2HF2O4S", "method": "ωB97M-V/def2-TZVPD", "spin_multiplicity": 1, "lumo_ev": 3.117, "e_homo_ev": -5.9, "total_charge": -1, "species": ["C", "C", "O", "O", "O", "O", "F", "F", "S", "H"], "coordinates": [[0.9211, -1.7863, 2.2535], [-0.3165, -0.1339, -0.5361], [-1.3213, 1.0098, -2.7528], [-1.6233, 1.7487, -0.4735], [0.5608, 2.1410, -1.6005], [0.3729, -0.3119, 0.4252], [2.1990, -1.9014, 1.9279], [-1.2341, -1.0690, -0.8820], [-0.6615, 1.3679, -1.5267], [1.1029, -1.0648, 3.1650]], "mulliken_charge": [0.07, 0.50, -0.62, -0.66, -0.62, -0.47, -0.13, -0.21, 1.11, 0.03]}

Run b
{"formula": "C2HF2O4S", "method": "ωB97M-V/def2-TZVPD", "spin_multiplicity": 1, "lumo_ev": 3.808, "e_homo_ev": -5.4, "total_charge": -1, "species": ["C", "C", "O", "O", "O", "O", "F", "F", "S", "H"], "coordinates": [[0.4354, -0.0901, -0.3657], [1.8638, 0.4489, 0.0977], [-1.8729, -1.0358, 1.0340], [2.1478, 1.6147, 0.1069], [-3.2112, 0.9573, 0.3868], [-0.6923, 0.5434, -0.6945], [0.9973, -0.8458, -1.5037], [2.6535, -0.4942, 0.6077], [-2.4091, -0.2101, -0.0782], [0.0877, -0.8884, 0.4091]], "mulliken_charge": [0.59, 0.40, -0.60, -0.48, -0.54, -0.57, -0.36, -0.21, 0.68, 0.09]}

Stability order, top to bottom: run b, run a

Run a
{"formula": "C5H29NO11", "method": "ωB97M-V/def2-TZVPD", "spin_multiplicity": 1, "lumo_ev": 0.403, "e_homo_ev": -9.5, "smiles": "C=CCCC(N)=O.O.O.O.O.O.O.O.O.O.O", "species": ["C", "C", "C", "C", "C", "N", "O", "H", "H", "H", "H", "H", "H", "H", "H", "H", "O", "H", "H", "O", "H", "H", "O", "H", "H", "O", "H", "H", "O", "H", "H", "O", "H", "H", "O", "H", "H", "O", "H", "H", "O", "H", "H", "O", "H", "H"], "coordinates": [[-0.4795, -2.1848, 1.5322], [-0.4057, -0.9546, 2.0272], [0.0956, 0.2192, 1.1712], [0.2184, 1.5290, 1.9989], [1.6640, 1.9453, 2.0400], [2.3659, 2.2707, 0.9192], [2.2330, 1.9804, 3.1286], [-0.8126, -2.9009, 2.2737], [-0.3116, -2.3885, 0.4897], [-0.7172, -0.6300, 3.0159], [1.1059, -0.1062, 0.9058], [-0.4921, 0.2878, 0.2588], [-0.3225, 2.3181, 1.4707], [-0.1625, 1.3682, 2.9970], [1.9774, 2.2897, -0.0083], [3.3373, 2.0281, 1.0333], [1.5779, -1.8138, -1.4442], [2.0897, -2.2405, -0.7364], [1.6655, -0.8350, -1.4052], [-0.6935, -2.3391, -2.8005], [-0.3865, -2.7012, -3.6392], [0.1658, -2.0344, -2.4046], [1.7598, 0.9294, -1.7927], [2.1794, 1.0205, -2.6482], [0.8036, 1.0712, -1.9362], [-2.0226, 3.6463, -0.8168], [-2.6203, 4.1513, -1.3845], [-2.6696, 3.0710, -0.3802], [-1.0827, 1.4308, -2.2192], [-1.8484, 0.9482, -2.5477], [-1.4239, 2.1881, -1.7140], [-2.7925, -0.6221, -3.1011], [-2.0931, -1.2569, -2.8490], [-3.1819, -0.9769, -3.9036], [-3.6381, 0.7863, -0.8964], [-3.3119, 0.0624, -1.4722], [-4.5131, 0.4554, -0.6613], [-2.7421, -2.0181, -0.5339], [-1.8300, -2.2656, -0.6953], [-2.7663, -1.5609, 0.3115], [3.1613, -2.3542, 0.8714], [2.8735, -3.1888, 1.2634], [2.8641, -1.7577, 1.5964], [2.3437, -1.3364, 3.1763], [1.5901, -0.7313, 3.1503], [2.7736, -1.0485, 3.9930]], "mulliken_charge": [-1.32, -0.22, 0.48, -0.54, 0.43, -0.37, -0.64, 0.24, 0.38, 0.43, 0.15, 0.08, 0.18, 0.39, 0.23, 0.22, -0.73, 0.35, 0.39, -0.66, 0.29, 0.40, -0.71, 0.28, 0.40, -0.68, 0.30, 0.33, -0.74, 0.28, 0.38, -0.71, 0.40, 0.27, -0.58, 0.41, 0.30, -0.64, 0.29, 0.35, -0.73, 0.31, 0.41, -0.66, 0.29, 0.32]}

Run b
{"formula": "C5H29NO11", "method": "ωB97M-V/def2-TZVPD", "spin_multiplicity": 1, "lumo_ev": 0.503, "e_homo_ev": -9.3, "smiles": "CC[C@@H](C=O)NCO.O.O.O.O.O.O.O.O.O", "species": ["C", "C", "C", "C", "O", "N", "C", "O", "H", "H", "H", "H", "H", "H", "H", "H", "H", "H", "H", "O", "H", "H", "O", "H", "H", "O", "H", "H", "O", "H", "H", "O", "H", "H", "O", "H", "H", "O", "H", "H", "O", "H", "H", "O", "H", "H"], "coordinates": [[2.4171, -2.5708, -1.7461], [2.0240, -1.2293, -2.3393], [1.1763, -0.2860, -1.5082], [1.2728, 1.1219, -2.0420], [1.5438, 2.1031, -1.3901], [-0.1938, -0.7979, -1.4707], [-1.1524, 0.0018, -0.7488], [-1.2867, 1.3367, -1.2591], [1.4414, -3.0618, -1.5761], [2.8320, -2.5224, -0.7390], [2.9281, -3.1080, -2.5434], [1.6486, -1.4158, -3.3451], [2.9655, -0.6524, -2.5163], [1.5823, -0.3004, -0.4815], [0.9395, 1.2253, -3.0975], [-0.5616, -0.9872, -2.3963], [-2.1470, -0.4373, -0.8539], [-0.8163, 0.0039, 0.2833], [-2.0518, 1.3225, -1.8626], [-4.0224, -1.8860, -0.8215], [-4.3047, -2.5513, -1.4619], [-4.2631, -2.1976, 0.0846], [4.9168, 0.3715, -0.1105], [5.6212, 0.6918, -0.6606], [4.4204, 1.1667, 0.1821], [2.0799, 0.4165, 2.7013], [2.7675, 0.7250, 3.3051], [2.4094, 1.0773, 2.0065], [-4.3793, -3.0977, 1.5957], [-3.5915, -2.6339, 1.9601], [-4.1050, -4.0398, 1.5484], [-2.0332, -2.2690, 2.6308], [-1.8863, -1.8492, 3.4921], [-1.2331, -2.1382, 2.0946], [-3.9603, 0.8056, -1.2704], [-3.8595, -0.1380, -1.0637], [-4.8125, 0.9863, -1.6985], [-0.4186, -0.2327, 3.3078], [-0.4176, 0.6267, 3.7752], [0.4984, -0.3820, 2.9729], [0.3910, 3.9694, 1.0569], [0.4266, 4.2194, 0.1315], [-0.1498, 3.1711, 1.0801], [2.9504, 2.1509, 0.8736], [2.7285, 3.1067, 0.9501], [2.2462, 2.0592, 0.1624]], "mulliken_charge": [-1.27, -0.81, 0.57, -0.23, -0.52, -0.25, 0.24, -0.52, 0.33, 0.32, 0.36, 0.43, 0.34, 0.09, 0.27, 0.33, -0.37, 0.26, 0.39, -0.67, 0.23, 0.40, -0.61, 0.30, 0.37, -0.66, 0.29, 0.44, -0.72, 0.47, 0.31, -0.69, 0.31, 0.30, -0.63, 0.39, 0.27, -0.59, 0.24, 0.38, -0.65, 0.33, 0.32, -0.83, 0.38, 0.36]}

Stability order, top to bottom: run a, run b

Run a
{"formula": "C6H11NO2", "method": "ωB97M-V/def2-TZVPD", "spin_multiplicity": 1, "lumo_ev": 0.777, "e_homo_ev": -9.2, "smiles": "[H]/N=C\\[C@@H](O)[C@@H](C)C(=C)O", "species": ["H", "N", "C", "C", "O", "C", "C", "C", "C", "O", "H", "H", "H", "H", "H", "H", "H", "H", "H", "H"], "coordinates": [[2.6350, -0.4393, -1.3689], [2.1432, 0.3735, -1.7593], [1.1664, 0.7551, -0.9926], [1.1288, 0.4832, 0.5119], [1.2548, 1.7340, 1.1840], [-0.1859, -0.2428, 0.8523], [-1.2875, 0.6742, 1.3836], [-0.6062, -1.0966, -0.4000], [-1.6635, -0.8607, -1.1881], [0.0883, -2.2877, -0.4811], [0.4203, 1.4743, -1.3691], [1.9845, -0.1461, 0.7792], [2.0931, 2.1332, 0.8919], [0.0220, -0.9675, 1.6502], [-1.4802, 1.5131, 0.7077], [-0.9971, 1.0935, 2.3540], [-2.2237, 0.1243, 1.5282], [-2.2070, 0.0780, -1.1471], [-1.9961, -1.5730, -1.9362], [-0.2893, -2.8227, -1.2005]], "mulliken_charge": [0.28, -0.70, -0.22, 0.14, -0.54, 0.46, -1.68, 0.42, -1.02, -0.50, 0.38, 0.37, 0.32, 0.29, 0.33, 0.40, 0.44, 0.25, 0.25, 0.33]}

Run b
{"formula": "C6H11NO2", "method": "ωB97M-V/def2-TZVPD", "spin_multiplicity": 1, "lumo_ev": 0.560, "e_homo_ev": -9.1, "smiles": "CNC(C)=O.CC=C=O", "species": ["C", "N", "C", "C", "O", "H", "H", "H", "H", "H", "H", "H", "C", "C", "C", "O", "H", "H", "H", "H"], "coordinates": [[1.8512, 1.5635, -1.6447], [1.4666, 0.6215, -0.6163], [1.8539, 0.7878, 0.7251], [1.7617, -0.4664, 1.5722], [2.5276, 1.7409, 1.0573], [2.0275, 1.0647, -2.5987], [2.7747, 2.0606, -1.3514], [1.0925, 2.3407, -1.7517], [1.1493, -0.2892, -0.9086], [1.8392, -1.3768, 0.9833], [0.8152, -0.4212, 2.1081], [2.5741, -0.4619, 2.2961], [-3.6111, -0.7810, 0.2694], [-2.1285, -1.0371, 0.3697], [-1.3023, -0.6953, -0.5929], [-0.8051, -0.6140, -1.6560], [-4.1729, -1.6717, -0.0143], [-3.8196, -0.0081, -0.4664], [-4.0258, -0.4745, 1.2293], [-1.8681, -1.8824, 0.9904]], "mulliken_charge": [-1.04, -0.10, 0.66, -1.05, -0.62, 0.34, 0.34, 0.28, 0.29, 0.31, 0.24, 0.33, -1.08, -0.39, 0.68, -0.44, 0.29, 0.33, 0.30, 0.33]}

Stability order, top to bottom: run b, run a